9
Properties=species:S:1:pos:R:3:forces:R:3 method="wB97M-V/def2-TZVPD" multiplicity=1 homo_lumo_gap_ev=7.89 fmax_ev_per_a=3.28 lumo_energy_ha=-0.26998 e_homo_ev=-15.24 de_lowest_kj_mol=280.95 total_charge=+1
C 0.3657 -1.1974 0.7069 -0.69 1.95 0.09
C -0.7020 0.8331 0.2050 0.01 1.71 -0.51
C 1.1958 -0.8702 -0.4101 0.07 -0.48 -0.51
N -0.5579 -0.3326 0.9192 0.70 -3.17 0.48
N -1.0884 0.9376 -0.9728 -0.97 -0.49 -0.42
O 1.8298 -0.6092 -1.2794 0.49 0.26 -0.52
H 0.7426 -1.9598 1.3475 -0.32 -0.81 0.50
H -0.3192 1.4659 1.0254 -0.54 1.50 -0.52
H -1.4664 1.7327 -1.5418 1.26 -0.49 1.39

---

47
Properties=species:S:1:pos:R:3:forces:R:3 method="wB97M-V/def2-TZVPD" multiplicity=1 homo_lumo_gap_ev=9.06 fmax_ev_per_a=11.19 lumo_energy_ha=-0.02920 e_homo_ev=-9.86 de_lowest_kj_mol=622.35
N 17.7350 25.3500 31.1650 -5.12 2.06 3.92
H 17.3030 25.9040 30.4180 0.11 -0.82 -0.20
H 17.6140 26.0180 32.0610 0.57 -1.97 -1.94
H 18.6910 25.3000 31.1360 3.30 -1.03 -0.02
H 17.1890 24.4700 31.4870 1.33 1.25 -1.22
F 19.3370 24.6790 33.2980 -0.50 0.24 -0.81
C 17.2610 23.8890 35.6520 4.00 0.92 0.12
C 17.8290 24.9370 36.6670 1.55 -2.56 1.44
C 18.6660 26.1660 36.0470 0.15 -2.03 3.36
O 18.0930 27.1960 36.8320 2.43 1.31 -2.11
C 16.9740 26.8860 37.3970 0.35 -0.91 1.30
O 16.4060 27.7020 38.0150 -2.43 1.07 1.14
O 16.7500 25.5610 37.3660 -0.48 0.36 -0.70
H 16.6830 23.0650 35.9610 -0.53 -0.79 1.25
H 18.1720 23.5090 35.0610 -1.45 0.70 0.49
H 16.6580 24.5000 35.0760 -1.29 0.93 -1.93
H 18.4070 24.3950 37.5230 -0.58 0.89 -1.63
H 18.3830 26.2130 35.0530 0.03 0.51 -2.20
H 19.7870 26.1940 36.2640 -1.69 -0.46 -0.66
C 21.7620 26.9970 32.6890 4.31 -0.15 1.43
C 22.8170 25.9490 31.9580 -8.41 3.96 -2.59
C 22.0230 24.8130 31.3000 0.24 0.79 0.86
O 22.5400 24.9210 29.9960 -2.53 -7.98 -0.44
C 23.0820 25.9700 29.6820 2.52 4.71 -4.08
O 23.4060 26.2360 28.5030 -0.54 0.08 3.82
O 23.1340 26.7260 30.7950 2.45 1.36 0.13
H 22.3640 27.9230 33.0900 -1.22 -1.31 -1.67
H 21.4170 26.6340 33.6190 -0.57 -1.14 0.93
H 20.9300 27.1210 32.0820 -1.24 0.89 -1.27
H 23.4270 25.7650 32.6930 4.67 -1.29 2.95
H 20.9590 25.0110 31.1710 -0.03 0.10 0.69
H 22.1370 23.8490 31.7980 0.25 -0.06 -0.61
C 16.9230 20.9810 32.9350 -3.40 3.84 -0.15
C 18.2700 20.9570 32.3940 -1.68 9.84 -5.06
C 18.1680 21.1780 30.8520 -1.74 -4.45 1.69
S 16.4650 21.2890 30.4750 -1.15 0.05 -0.96
O 16.2630 20.5700 29.2540 -0.46 0.02 -0.66
O 15.9130 22.6330 30.6110 0.87 0.19 -0.07
C 15.9270 20.4160 31.8570 3.77 -0.93 0.56
H 16.7510 22.1720 33.2890 -0.52 -3.33 -1.11
H 16.7550 20.4170 33.7790 0.11 -1.18 2.13
H 18.7130 20.2370 32.7820 5.14 -6.31 2.62
H 18.6900 22.0520 32.4840 0.23 -2.52 1.71
H 18.5970 20.5210 30.1360 0.03 -1.69 -0.15
H 18.5770 21.9810 30.4960 2.38 5.41 -1.23
H 16.0740 19.3360 31.6390 0.46 0.55 0.29
H 14.9510 20.4940 32.0600 -3.72 0.92 0.67

---

100
Properties=species:S:1:pos:R:3:forces:R:3 method="wB97M-V/def2-TZVPD" multiplicity=1 homo_lumo_gap_ev=8.21 fmax_ev_per_a=11.04 lumo_energy_ha=0.00356 smiles="NC(N)=O.NC(N)=O.CC(C)O.CC(C)O.CC(C)O.CC(C)O.CC(C)O.CO.CO.CO.CO" e_homo_ev=-8.11 de_lowest_kj_mol=788.24
N -0.1136 -5.6080 1.9442 -0.82 -4.38 2.08
C 0.1087 -4.3783 1.7455 1.01 7.44 5.47
N 0.1919 -3.9370 0.5085 0.49 -0.89 -3.71
O 0.1899 -3.4589 2.7844 -0.63 -4.70 -4.94
H -0.2964 -5.8558 2.9134 0.20 -0.13 -0.47
H -0.1561 -6.3167 1.2365 -0.05 0.01 -0.12
H 0.3435 -2.9554 0.4516 0.40 0.91 -0.41
H 0.2665 -4.5477 -0.3788 0.10 1.42 2.28
N 2.5913 0.5765 3.0867 5.58 5.21 -0.54
C 2.1055 -0.2404 3.9055 1.15 -4.25 7.96
N 1.1187 -0.9133 3.4017 -3.48 -2.84 0.40
O 2.6241 -0.4922 5.1441 -2.18 1.42 -5.21
H 3.4740 1.0297 3.4507 -1.65 -0.46 -1.24
H 2.2131 0.7181 2.1958 -0.14 0.39 -1.10
H 0.7147 -1.6429 4.0094 0.37 0.63 -0.94
H 0.7548 -0.8614 2.4371 0.40 -0.25 1.02
C 3.1525 0.2670 -1.9616 -0.50 2.26 -0.04
C 3.5699 -1.1069 -1.4610 -2.80 2.86 5.14
C 2.5477 -1.8070 -0.5538 -2.89 0.88 -0.63
O 3.6859 -1.8620 -2.4585 2.69 -5.01 -7.13
H 4.0484 0.7935 -2.3080 0.17 0.12 0.44
H 2.5947 0.9586 -1.2832 0.66 -0.79 -0.18
H 2.5780 0.3092 -2.9021 -0.20 -1.01 0.43
H 4.4824 -1.0258 -0.9375 1.33 0.22 0.70
H 2.5869 -2.9174 -0.4414 0.87 0.92 -0.01
H 1.5209 -1.6572 -1.1242 1.69 -0.24 1.06
H 2.4172 -1.3169 0.4052 -0.06 -0.21 0.32
H 2.9259 -2.4090 -2.5701 -0.73 -0.42 -0.56
C 3.2633 3.1425 0.3117 1.51 -1.26 0.76
C 4.4572 2.5159 1.0899 -8.66 -4.89 2.18
C 4.7066 1.0538 0.7828 -0.75 -0.73 -1.31
O 5.5730 3.0321 1.0109 8.81 4.96 -1.56
H 2.3440 2.8329 0.8454 0.31 0.30 -0.75
H 3.4097 2.7428 -0.6711 -0.78 0.25 -0.91
H 3.4229 4.2050 0.3481 -0.41 0.67 -0.11
H 4.0922 2.6171 2.1132 -0.29 -0.40 0.86
H 5.2916 0.5256 1.4974 0.52 -0.04 1.02
H 5.3104 0.9977 -0.1416 -0.46 0.14 0.15
H 3.8106 0.4534 0.6454 -0.10 0.11 -0.05
H 5.4581 3.9422 0.7891 0.63 1.26 -0.06
C -1.0086 3.2303 1.3856 -0.99 -1.20 -1.87
C -1.7043 2.7730 2.6970 -2.80 -4.36 -7.29
C -1.5830 1.2538 2.9325 -0.91 1.39 1.32
O -1.2751 3.3182 3.7291 2.55 7.01 8.14
H -1.1900 4.2940 1.2575 0.40 0.29 -0.03
H -1.4432 2.7441 0.4169 0.42 0.84 1.92
H 0.0512 2.9604 1.2996 -0.07 0.38 0.58
H -2.7602 3.0617 2.6184 -0.54 -0.58 -0.80
H -0.5909 0.9183 2.9169 1.80 0.00 0.35
H -2.0005 0.6494 2.1833 -1.39 -0.77 -0.86
H -1.9712 1.0992 3.9669 0.05 -0.40 -0.96
H -1.7132 4.2347 3.8683 1.49 -2.28 -0.21
C 0.7033 2.9048 -1.9721 0.65 0.34 -0.33
C -0.6668 3.2197 -2.5709 5.22 6.04 -1.48
C -0.7445 3.5785 -4.0551 0.45 1.02 0.62
O -1.5354 2.3942 -2.2390 -6.94 -6.98 2.62
H 0.6152 2.4088 -0.9971 -0.21 0.62 -0.07
H 1.2815 3.8394 -1.9117 -0.06 -0.34 0.29
H 1.3136 2.2183 -2.5364 0.05 -0.31 -0.66
H -0.9613 4.1541 -2.0810 0.51 0.84 -0.01
H -0.4502 2.8271 -4.7659 -0.39 -0.68 -0.19
H -0.0497 4.3844 -4.2136 0.43 0.58 -0.22
H -1.7394 4.0254 -4.1867 0.16 -0.56 -0.49
H -2.2286 2.8343 -1.7156 0.10 -0.40 -0.32
C -3.8372 -2.9620 1.0062 -0.15 1.26 0.13
C -3.1898 -4.2873 0.8233 -3.04 -1.72 5.89
C -4.1570 -5.4753 0.7115 -1.80 2.30 -0.33
O -2.3709 -4.3690 -0.1369 3.73 -0.69 -6.92
H -4.3834 -2.6352 0.1139 -0.48 -0.35 0.21
H -3.1024 -2.1308 1.1452 -0.29 -0.82 0.31
H -4.4498 -3.0831 1.9026 -0.32 0.65 -0.22
H -2.6229 -4.4731 1.7590 -0.30 0.13 0.24
H -4.6154 -5.6643 1.6521 -0.57 -0.19 0.84
H -3.7661 -6.3761 0.3469 1.15 -1.07 -0.48
H -4.9575 -5.1724 0.0080 0.14 -0.28 0.23
H -1.4949 -4.1605 0.1472 1.03 0.59 0.06
C -2.6937 -0.9947 -1.8298 0.33 -0.92 1.08
O -1.8148 -2.0467 -1.3647 -0.33 0.95 -0.11
H -3.7299 -1.1773 -1.5778 -0.34 -0.25 0.31
H -2.6396 -0.9628 -2.8848 0.18 0.60 -1.13
H -2.3957 -0.0826 -1.3284 0.21 0.28 -0.37
H -2.2733 -2.8872 -1.4477 -0.07 -0.32 0.22
C 0.1155 -0.4849 -3.9701 -1.34 -0.33 -0.98
O 1.0469 -1.4275 -4.3915 1.53 -0.54 -0.45
H -0.8280 -1.0353 -4.0512 -0.45 0.82 0.20
H 0.1099 0.4240 -4.5965 -0.08 -0.27 0.38
H 0.2967 -0.2501 -2.9523 0.11 0.45 0.95
H 1.2815 -1.2202 -5.2957 0.22 -0.20 -0.12
C -0.0302 0.2160 0.1865 1.13 -1.07 -1.88
O -0.2099 -1.0536 0.7404 -0.18 -0.51 2.09
H 0.1364 -0.1017 -0.8317 0.02 1.24 -1.06
H 0.9227 0.6955 0.4714 -0.56 -0.23 0.50
H -0.8828 0.8490 0.2509 -0.44 0.59 0.29
H -1.0345 -1.4166 0.3921 -0.06 -0.05 -0.23
C -4.0843 2.5013 -0.1148 -2.04 0.55 0.78
O -3.4425 3.6219 -0.7148 -0.31 -0.22 0.38
H -3.5118 1.6244 -0.0708 1.62 -0.92 -0.28
H -4.9847 2.1892 -0.6630 0.05 0.44 -0.03
H -4.3800 2.6613 0.9433 0.16 0.31 -0.60
H -3.7558 4.4179 -0.2664 0.21 -0.19 -0.26

---

68
Properties=species:S:1:pos:R:3:forces:R:3 method="wB97M-V/def2-TZVPD" multiplicity=1 homo_lumo_gap_ev=5.95 fmax_ev_per_a=0.97 lumo_energy_ha=0.16244 e_homo_ev=-1.53 total_charge=-2
Li 0.2631 0.5632 -0.3151 0.11 0.22 0.07
B 2.6192 3.1597 -0.6264 -0.07 -0.04 -0.27
N 3.0710 1.7513 -0.1428 0.17 0.05 0.11
C 4.3252 1.4240 0.2009 0.02 -0.15 0.09
C 4.3806 0.0590 0.4189 0.02 -0.03 -0.09
C 3.0734 -0.3740 0.1782 0.22 0.16 0.01
N 2.2980 0.6538 -0.1667 -0.04 -0.38 0.01
N 1.1231 3.3977 -0.3178 0.06 0.24 0.18
C 0.5814 4.5081 0.2048 -0.17 0.02 0.04
C -0.7962 4.3740 0.1919 0.01 0.01 -0.02
C -1.0076 3.1094 -0.3700 0.06 0.14 -0.09
N 0.1561 2.5423 -0.6823 -0.33 -0.16 -0.01
H 3.2623 3.9916 -0.0278 0.06 0.06 0.03
H 2.7970 3.2361 -1.8289 0.01 0.01 -0.05
H 5.1017 2.1673 0.2798 -0.10 0.09 -0.03
H 5.2353 -0.5314 0.7030 -0.02 0.01 0.05
H 2.6637 -1.3669 0.2566 -0.05 0.00 0.04
H 1.1945 5.3213 0.5563 0.10 -0.07 -0.02
H -1.5289 5.0748 0.5548 0.00 -0.01 0.00
H -1.9290 2.5806 -0.5669 0.02 -0.06 0.08
O -3.4435 0.0849 -0.4290 -0.04 -0.09 -0.01
C -2.4949 -0.6890 -0.3311 0.04 0.14 -0.02
O -1.2651 -0.4316 -0.5717 -0.37 0.29 -0.20
C -2.7038 -2.1196 0.1190 0.23 -0.16 0.06
C -3.9793 -2.5928 0.3880 -0.07 0.05 -0.02
C -4.1687 -3.8885 0.8361 0.00 -0.03 0.03
C -3.0692 -4.7145 1.0220 -0.08 -0.06 0.05
C -1.7915 -4.2561 0.7422 0.04 0.12 -0.09
C -1.5866 -2.9575 0.2770 -0.29 0.19 -0.06
P 0.0626 -2.2794 -0.1927 0.39 -0.87 -0.22
C -0.0603 -2.4075 -2.0387 -0.05 0.06 0.05
C -0.9265 -3.2838 -2.6916 0.03 0.07 0.00
C -0.9617 -3.3483 -4.0776 0.01 -0.01 0.00
C -0.1182 -2.5469 -4.8345 -0.02 -0.02 -0.03
C 0.7517 -1.6754 -4.1960 0.07 0.01 -0.07
C 0.7771 -1.6043 -2.8106 -0.03 -0.03 0.12
C 1.0940 -3.8479 0.0292 0.01 0.14 0.11
C 1.5684 -4.6961 -0.9711 -0.07 0.03 -0.02
C 2.4308 -5.7457 -0.6731 0.02 0.00 -0.02
C 2.8392 -5.9676 0.6328 0.04 -0.05 0.03
C 2.3827 -5.1299 1.6436 -0.01 -0.04 -0.04
C 1.5337 -4.0780 1.3389 -0.08 0.06 0.02
H -4.8193 -1.9261 0.2371 0.07 0.08 0.02
H -5.1685 -4.2474 1.0521 0.01 -0.03 0.00
H -3.2066 -5.7250 1.3903 0.02 0.00 -0.01
H -0.9501 -4.9190 0.8800 0.04 -0.03 0.02
H -1.5776 -3.9246 -2.1108 -0.05 0.01 0.03
H -1.6500 -4.0270 -4.5688 0.01 -0.01 0.01
H -0.1436 -2.6003 -5.9170 0.00 0.02 0.01
H 1.4105 -1.0450 -4.7820 -0.01 0.02 0.04
H 1.4503 -0.9132 -2.3130 0.02 0.01 -0.06
H 1.2650 -4.5404 -1.9994 0.02 -0.02 0.01
H 2.7854 -6.3907 -1.4702 0.01 0.01 0.01
H 3.5199 -6.7806 0.8610 -0.02 -0.01 0.00
H 2.6931 -5.2921 2.6693 0.01 0.03 0.00
H 1.1910 -3.4121 2.1273 0.03 -0.01 0.05
F -0.1360 0.5870 9.0922 0.01 0.03 0.10
C -0.1315 0.1687 7.8097 -0.01 -0.04 -0.15
C -0.4568 -1.1363 7.4920 0.02 0.03 0.09
F -0.7712 -1.9912 8.4878 -0.03 -0.06 0.06
C -0.4554 -1.5564 6.1784 0.09 0.27 -0.30
F -0.7729 -2.8381 5.9479 -0.05 -0.12 0.09
C -0.1413 -0.7110 5.1015 0.02 0.18 0.66
Se -0.1693 -1.2706 3.3320 0.01 -0.15 -0.51
C 0.1938 0.6031 5.4740 -0.11 -0.38 -0.09
F 0.5259 1.4917 4.5343 0.03 0.16 0.00
C 0.1973 1.0362 6.7832 0.00 -0.01 0.11
F 0.5232 2.3073 7.0879 0.02 0.10 0.01

---

14
Properties=species:S:1:pos:R:3:forces:R:3 method="wB97M-V/def2-TZVPD" multiplicity=1 homo_lumo_gap_ev=8.86 fmax_ev_per_a=8.70 lumo_energy_ha=-0.01904 smiles="[H]/N=C/N=C/N(N)C=O" e_homo_ev=-9.38 de_lowest_kj_mol=456.74
H -1.5730 -3.3093 1.6541 -1.03 3.51 -1.73
N -1.7373 -2.2255 1.2088 8.08 -1.90 2.61
C -0.3402 -1.8305 1.3005 -3.29 -2.39 -0.96
N 0.2061 -0.5883 0.9152 -1.42 -0.18 -2.89
C -0.3673 -0.0182 -0.1575 2.71 -0.40 4.51
N 0.3493 0.9578 -0.7448 -0.32 1.25 -1.61
N 1.6535 1.2278 -0.3321 -0.15 0.70 2.26
C -0.2100 1.8865 -1.6608 -3.71 0.46 1.33
O -1.4421 1.8400 -1.9375 4.72 0.27 0.26
H 0.6767 -2.5457 1.4655 -3.37 1.40 0.18
H -1.3768 -0.0671 -0.3602 -2.00 -0.77 -1.22
H 2.0900 0.2984 -0.3004 0.14 0.61 0.46
H 1.5509 1.6044 0.7008 0.64 -1.30 -2.48
H 0.5202 2.7694 -1.7516 -1.00 -1.26 -0.71

---

> Which value of multiplicity does entry 2 give?

1